[1]
2 unconnected molecules or ions with the total composition C15H31FN2O7S, computed with the ωB97M-V functional and the def2-TZVPD basis.

HOMO-LUMO gap = 0.34764 Ha
HOMO = -9.3944 eV
SMILES string = C[C@@H](F)[C@]1(COO)C[C@@H](CCCCS(=O)(=O)O)C(=O)N1.COC[C@@H](C)N
max |F| = 8.0 eV Å⁻¹

XYZ file:
```
57
Properties=species:S:1:pos:R:3:forces:R:3
C -3.399 4.920 -2.779 -0.766 1.328 -0.084
C -1.911 4.402 -2.384 -0.517 0.849 -1.318
F -1.275 5.500 -1.565 -1.243 -2.303 -1.395
C -1.787 2.961 -1.647 2.187 -0.608 0.263
C -3.080 2.012 -1.352 -1.105 -0.032 -0.672
O -3.748 2.260 -0.054 4.894 -3.786 -0.766
O -4.734 3.104 -0.170 -3.532 4.983 0.322
C -0.736 3.089 -0.353 -0.147 -1.933 -0.532
C 0.734 3.073 -1.091 -0.073 1.187 -0.841
C 2.104 3.227 -0.215 0.910 -0.072 -0.046
C 2.973 1.857 -0.003 0.846 -0.131 0.573
C 2.183 0.634 0.749 0.632 -0.918 -0.043
C 2.318 0.694 2.408 1.429 -0.768 -0.920
S 0.743 0.048 3.274 -3.666 4.866 5.148
O 0.928 -0.012 4.840 0.230 -1.215 -6.216
O -0.343 1.166 3.044 3.716 -4.469 -0.708
O 0.249 -1.481 2.656 1.471 2.430 -0.446
C 0.509 1.818 -2.110 0.462 -2.309 -1.703
O 1.277 0.810 -2.523 -4.609 5.998 2.428
N -0.927 2.103 -2.598 2.340 -1.465 1.315
H -3.584 5.964 -2.231 0.512 -2.320 -1.119
H -4.295 4.236 -2.479 1.930 1.073 -0.389
H -3.535 5.160 -3.940 0.628 -0.672 2.538
H -1.282 4.341 -3.397 -1.171 0.193 2.570
H -3.922 2.109 -2.190 1.881 -0.011 1.689
H -2.781 0.857 -1.362 -0.321 2.707 0.399
H -4.497 3.936 0.375 -0.187 -1.810 -1.164
H -0.816 1.982 0.082 0.031 2.568 -0.191
H -0.965 3.919 0.452 0.609 -1.780 -1.915
H 0.800 4.019 -1.816 -0.450 -2.066 1.425
H 2.809 3.983 -0.813 -1.540 -1.705 1.318
H 1.935 3.747 0.845 -0.028 -1.246 -2.332
H 3.900 2.141 0.694 -1.934 -0.550 -1.441
H 3.471 1.439 -1.004 -1.516 1.055 2.117
H 2.732 -0.379 0.436 -1.341 2.186 0.576
H 1.070 0.544 0.392 2.086 0.362 0.786
H 2.606 1.780 2.795 -1.330 -2.399 -0.518
H 3.181 -0.043 2.755 -1.879 1.549 -0.685
H 0.371 -1.487 1.656 -0.092 0.107 1.489
H -1.397 1.267 -3.009 0.699 0.995 0.463
C 2.670 -4.808 0.517 0.093 0.258 0.291
O 1.494 -4.016 0.599 -0.244 -0.222 -0.476
C 0.343 -4.602 -0.017 -0.234 0.167 0.186
C -0.409 -5.615 0.876 0.428 0.059 0.217
C 0.278 -6.975 0.964 -0.108 -0.309 -0.086
N -0.607 -5.091 2.236 0.147 0.354 -0.270
H 2.728 -5.367 -0.421 -0.090 -0.021 0.058
H 2.723 -5.486 1.371 0.088 -0.174 -0.126
H 3.533 -4.140 0.575 -0.145 0.010 -0.043
H -0.336 -3.766 -0.222 0.106 -0.019 0.090
H 0.601 -5.036 -0.991 0.123 -0.079 0.072
H -1.394 -5.781 0.426 0.077 0.151 -0.006
H 1.166 -6.960 1.600 -0.072 0.100 -0.044
H -0.405 -7.719 1.390 0.105 0.202 -0.038
H 0.575 -7.329 -0.029 -0.003 0.038 0.093
H -1.146 -4.227 2.177 -0.032 -0.203 0.121
H 0.307 -4.781 2.579 -0.284 -0.180 -0.014
```
Positions in Å, forces in eV/Å.


[2]
2 unconnected molecules or ions with the total composition C15H31INO4S, computed with the ωB97M-V functional and the def2-TZVPD basis.

HOMO-LUMO gap = 0.14101 Ha
HOMO = -1.4009 eV
relative energy (zero: lowest compared OMol25 entry of this formula, charge and spin) = 0.000 eV
total charge = -1
max |F| = 4.5 eV Å⁻¹

XYZ file:
```
53
Properties=species:S:1:pos:R:3:forces:R:3
C 4.465 -0.843 1.894 0.241 0.166 0.108
C 3.675 -0.279 0.600 -1.296 -0.472 0.171
C 2.232 0.389 0.975 1.372 -0.829 1.106
C 2.443 1.352 2.239 0.625 0.608 -1.093
C 1.563 2.718 2.115 -0.375 -0.695 -0.754
C 2.448 3.994 1.709 -0.362 -1.305 -0.429
I 1.307 5.769 2.383 0.686 -0.365 -0.281
C 1.296 -0.874 1.299 -0.130 0.816 -0.343
C 0.147 -0.617 2.383 1.824 -1.457 -0.103
N -0.758 0.540 2.103 -2.454 -1.588 -0.363
C -1.936 0.394 3.028 -0.194 0.553 1.385
C -1.537 0.622 4.581 -0.892 -1.039 -0.479
C -1.307 0.518 0.738 1.804 1.063 -3.685
C -2.740 -0.130 0.345 -0.091 0.679 1.177
O -0.679 1.043 -0.222 -2.272 -1.700 3.442
H 3.735 -1.109 2.747 0.979 0.266 -1.417
H 5.098 -1.780 1.659 -0.775 1.457 0.430
H 5.138 -0.017 2.336 -0.838 -1.334 -0.714
H 4.316 0.425 -0.031 -0.612 -0.844 1.002
H 3.405 -1.167 -0.091 0.603 1.221 0.946
H 2.334 0.849 3.263 -0.035 0.815 -0.846
H 3.542 1.715 2.186 -1.459 -0.613 0.210
H 0.902 2.908 3.023 1.100 -0.065 -0.953
H 0.851 2.525 1.228 1.054 0.317 1.418
H 3.494 3.965 2.158 -1.516 0.403 -0.426
H 2.499 4.091 0.564 0.036 -0.108 1.897
H 0.803 -1.187 0.306 0.567 0.220 1.373
H 1.908 -1.791 1.656 -0.966 0.988 -0.161
H 0.672 -0.483 3.400 -1.009 0.196 -1.527
H -0.431 -1.619 2.487 0.374 1.461 -0.165
H -2.738 1.173 2.750 1.232 -1.218 0.346
H -2.386 -0.670 2.989 0.498 1.558 -0.105
H -0.764 1.439 4.734 -1.033 -1.072 -0.210
H -1.189 -0.399 4.987 -0.156 1.769 -0.479
H -2.525 0.834 5.137 1.610 -0.041 -0.729
H -2.967 -1.070 0.968 0.235 1.421 -1.081
H -3.509 0.691 0.604 0.965 -1.412 -0.281
H -2.842 -0.313 -0.771 0.577 0.167 1.529
O -1.209 -0.103 -6.262 0.096 -0.601 0.232
S -1.200 -0.704 -4.952 -0.143 0.363 0.734
O -0.145 -1.584 -4.531 -0.413 0.271 -0.636
O -2.621 -1.440 -4.704 0.347 0.562 0.068
C -3.074 -2.386 -5.669 -0.131 -0.695 -0.458
C -2.373 -3.722 -5.510 0.321 -0.075 -0.013
C -1.396 0.570 -3.738 -0.203 -0.118 -0.010
H -2.954 -1.994 -6.683 0.097 0.118 0.122
H -4.145 -2.521 -5.500 0.100 0.273 0.174
H -1.314 -3.643 -5.768 -0.088 0.002 0.019
H -2.825 -4.474 -6.162 -0.055 0.077 0.032
H -2.428 -4.068 -4.475 -0.081 0.036 -0.087
H -2.235 1.202 -4.025 0.060 -0.094 -0.032
H -0.477 1.154 -3.712 0.016 -0.169 -0.009
H -1.571 0.108 -2.767 0.160 0.065 -0.049
```
Positions in Å, forces in eV/Å.


[3]
A molecular structure, C15H31N5OsSi, computed with the ωB97M-V functional and the def2-TZVPD basis.

HOMO-LUMO gap (spin up / spin down) = 0.22448 / 0.22437 Ha
HOMO (spin up / spin down) = -22.1491 / -22.1500 eV
relative energy (zero: lowest compared OMol25 entry of this formula, charge and spin) = 1.481 eV
total charge = +4
max |F| = 1.6 eV Å⁻¹

XYZ file:
```
53
Properties=species:S:1:pos:R:3:forces:R:3
Os -0.436 -0.229 -0.370 -0.263 1.230 -0.010
N 0.354 -0.614 3.761 0.110 -0.156 0.144
C 1.149 -1.858 3.357 0.088 -0.168 -0.146
C 2.309 -1.514 2.409 -0.217 0.322 -0.047
C 2.114 -1.704 0.894 -0.030 -0.331 0.119
N 1.573 -0.500 0.126 -0.019 0.172 -0.016
C 1.306 -2.957 0.577 -0.024 0.156 -0.023
C -0.011 -3.029 1.332 0.192 -0.211 0.091
N -0.995 -2.007 0.777 0.349 -0.333 -0.088
C 0.220 -2.958 2.842 -0.216 0.232 -0.034
H 0.969 0.065 4.221 -0.004 0.039 -0.007
H -0.367 -0.858 4.450 -0.024 -0.005 0.000
H -0.100 -0.159 2.968 -0.015 0.024 0.043
H 1.572 -2.189 4.305 0.014 0.029 0.022
H 3.120 -2.198 2.669 0.012 0.011 0.027
H 2.705 -0.518 2.637 0.090 -0.045 -0.023
H 3.115 -1.854 0.489 0.021 0.126 -0.063
H 1.982 -0.584 -0.807 0.175 -0.019 -0.010
H 1.986 0.352 0.506 0.038 -0.013 0.097
H 1.903 -3.819 0.882 0.018 -0.024 -0.092
H 1.157 -3.064 -0.503 0.006 -0.037 0.008
H -0.449 -4.010 1.144 -0.118 0.039 -0.024
H -1.752 -1.868 1.452 -0.046 0.109 -0.023
H -1.472 -2.508 0.018 -0.094 -0.081 0.099
H 0.686 -3.912 3.100 0.004 0.009 0.060
H -0.725 -2.953 3.396 -0.005 -0.081 -0.021
C 0.231 2.913 2.194 0.111 0.145 0.012
C 0.241 3.014 0.711 0.017 0.350 0.285
C 0.481 4.291 0.077 -0.131 -0.257 -0.020
C 0.395 4.456 -1.290 0.097 0.121 0.258
C 0.059 3.355 -2.075 -0.016 -0.504 0.010
C -0.101 2.133 -1.410 0.558 1.538 -0.040
N 0.006 1.972 -0.049 -0.221 -1.015 -0.435
N -0.384 0.932 -1.880 -0.127 -1.282 -0.034
Si -1.458 0.330 -3.277 -1.074 -0.117 -1.052
C -2.749 1.548 -3.732 0.193 0.483 0.616
C -2.284 -0.964 -2.139 0.874 -0.118 0.208
C -0.540 -0.151 -4.783 0.587 -0.434 0.426
H -0.442 3.665 2.616 -0.035 -0.038 -0.017
H 1.221 3.141 2.599 0.002 -0.043 -0.007
H -0.099 1.928 2.513 -0.022 0.006 0.006
H 0.710 5.140 0.714 -0.008 -0.040 0.011
H 0.581 5.423 -1.741 -0.043 0.006 0.011
H -0.033 3.419 -3.154 -0.039 0.005 0.040
H -3.242 1.995 -2.866 -0.167 0.020 -0.129
H -3.497 0.991 -4.308 0.001 0.039 -0.023
H -2.357 2.346 -4.366 -0.092 -0.025 -0.064
H -2.387 -0.610 -1.049 -0.345 -0.021 -0.197
H -1.816 -1.958 -2.175 -0.030 0.034 0.099
H -3.331 -1.119 -2.418 -0.072 0.162 0.154
H -0.303 0.743 -5.363 -0.045 0.002 -0.025
H -1.199 -0.787 -5.384 -0.007 0.046 -0.028
H 0.384 -0.702 -4.598 -0.011 -0.055 -0.148
```
Positions in Å, forces in eV/Å.


[4]
5 unconnected molecules or ions with the total composition C15H31NO11S2, computed with the ωB97M-V functional and the def2-TZVPD basis.

HOMO-LUMO gap = 0.34570 Ha
HOMO = -9.3879 eV
SMILES string = O=S1(=O)OCCO1.O=S1(=O)OCCO1.CNC(C)=O.C1CCOC1.C1CCOC1
max |F| = 4.1 eV Å⁻¹

XYZ file:
```
60
Properties=species:S:1:pos:R:3:forces:R:3
O 1.661 -4.446 -0.285 -0.719 -0.517 0.014
S 1.356 -3.212 0.339 0.951 3.262 -0.862
O 1.629 -2.990 1.732 -1.272 -0.401 -1.522
O 2.141 -2.050 -0.451 0.984 0.686 0.310
C 1.542 -1.694 -1.715 0.558 -2.518 -0.276
C 0.063 -2.197 -1.588 1.463 0.158 -0.472
O -0.038 -2.532 -0.215 -1.077 -1.037 1.772
H 1.799 -0.692 -2.060 -0.452 0.167 0.844
H 2.034 -2.378 -2.408 0.001 0.206 -0.450
H -0.089 -3.119 -2.149 0.042 0.202 -0.257
H -0.601 -1.417 -1.961 -0.489 -0.200 0.895
O -2.435 -1.467 -7.219 1.496 0.412 -3.293
S -1.746 -1.321 -8.509 -0.569 -0.266 -1.248
O -2.395 -0.906 -9.784 1.310 -0.999 3.719
O -0.399 -0.432 -8.310 -1.095 -0.611 -0.106
C 0.709 -1.044 -8.991 0.814 1.062 0.176
C 0.300 -2.408 -9.476 0.673 0.004 -1.644
O -0.906 -2.728 -8.856 -1.426 0.477 1.554
H 1.051 -0.425 -9.821 -0.285 0.173 0.025
H 1.522 -1.066 -8.265 -0.130 -0.173 0.087
H 1.144 -3.086 -9.351 -0.527 -0.560 0.903
H 0.157 -2.456 -10.555 -0.252 0.482 -0.164
C -6.657 4.314 -3.659 0.985 -1.005 -1.006
N -7.082 2.932 -3.547 -1.826 -0.997 0.947
C -8.374 2.529 -3.757 -0.184 2.138 0.072
C -8.654 1.112 -3.402 -0.095 -0.281 -0.238
O -9.229 3.319 -4.171 0.753 -0.987 0.298
H -6.203 4.216 -4.645 0.627 1.496 -0.017
H -5.928 4.489 -2.868 0.030 0.318 -0.241
H -7.429 5.083 -3.686 -0.252 -0.613 0.225
H -6.481 2.225 -3.148 0.155 0.512 -0.008
H -8.314 0.521 -4.252 -0.274 -0.335 0.021
H -9.728 1.020 -3.242 0.194 -0.242 -0.086
H -8.091 0.793 -2.525 -0.114 -0.002 0.032
C 4.186 -3.425 8.572 -0.449 2.284 -1.488
C 4.375 -3.392 10.074 0.241 0.179 -0.335
C 5.871 -3.778 10.166 -1.625 -1.104 -0.079
O 6.332 -3.721 8.813 3.452 -1.468 1.459
C 5.556 -2.931 8.024 -1.998 0.176 0.439
H 3.401 -2.754 8.225 -0.398 -0.165 0.085
H 4.035 -4.406 8.122 -0.086 -0.098 0.391
H 3.615 -4.001 10.562 0.490 -0.286 0.283
H 4.301 -2.388 10.493 -0.425 0.172 -0.331
H 5.929 -4.819 10.485 0.463 -0.032 -0.044
H 6.342 -3.158 10.929 0.659 0.256 -0.543
H 5.660 -3.114 6.954 0.317 -0.447 0.121
H 5.845 -1.894 8.194 -0.643 0.534 0.039
C 2.398 4.534 2.248 1.035 -0.325 -0.532
C 1.812 3.606 3.292 -0.111 -1.705 0.312
C 0.330 3.510 2.910 0.627 0.681 0.676
O 0.075 4.711 2.221 -1.730 -0.187 0.787
C 1.236 5.372 1.855 -0.230 0.779 -0.847
H 2.679 4.117 1.281 0.343 -1.189 0.456
H 3.292 5.077 2.554 -0.251 0.194 0.301
H 1.900 3.876 4.344 0.193 0.806 -0.194
H 2.238 2.602 3.293 0.233 -0.049 -0.287
H -0.298 3.558 3.800 -0.147 -0.641 -0.046
H 0.137 2.639 2.284 -0.245 -0.045 -0.013
H 1.354 6.348 2.326 -0.672 0.381 -0.319
H 1.071 5.344 0.778 0.955 1.292 -0.297
```
Positions in Å, forces in eV/Å.